Computed, not measured: a cluster of 12 separate species, C44H44Cl12N8 in total at a distorted geometry, with ωB97M-V/def2-TZVPD.

CARTESIAN COORDINATES (ANGSTROEM)
Cl -15.488 2.648 13.543
C -15.775 1.936 15.109
Cl -16.062 0.137 14.804
Cl -17.164 2.776 15.907
H -14.829 2.056 15.637
Cl -19.417 -1.710 18.780
C -17.879 -0.899 19.168
Cl -17.079 -0.210 17.724
Cl -16.745 -1.917 20.060
H -18.109 -0.013 19.761
Cl -15.298 -2.461 23.501
C -15.486 -4.209 23.124
Cl -14.305 -4.745 21.971
Cl -17.118 -4.679 22.584
H -15.204 -4.761 24.020
Cl -22.048 3.038 19.968
C -20.967 1.814 19.249
Cl -19.879 2.643 18.060
Cl -21.955 0.638 18.412
H -20.340 1.303 19.980
C -14.951 -3.582 14.641
C -16.333 -3.535 14.726
C -16.877 -3.551 16.013
N -16.152 -3.597 17.153
C -14.812 -3.757 17.057
C -14.204 -3.737 15.793
H -14.482 -3.238 13.731
H -16.911 -3.337 13.836
H -17.910 -3.262 16.139
H -14.379 -3.864 18.041
H -13.131 -3.808 15.694
C -20.842 -4.584 14.748
C -22.150 -4.890 14.484
C -22.734 -6.049 15.045
N -22.025 -6.916 15.825
C -20.702 -6.668 15.956
C -20.112 -5.551 15.464
H -20.323 -3.697 14.416
H -22.728 -4.229 13.855
H -23.737 -6.375 14.812
H -20.210 -7.449 16.517
H -19.044 -5.432 15.576
C -15.726 1.163 21.566
C -16.957 0.948 22.263
C -18.043 1.758 22.024
N -17.893 2.773 21.111
C -16.766 3.016 20.436
C -15.672 2.223 20.673
H -14.911 0.486 21.774
H -17.045 0.216 23.052
H -18.996 1.736 22.533
H -16.708 3.775 19.669
H -14.842 2.546 20.061
C -12.258 -1.628 19.807
C -10.898 -1.400 20.007
C -10.193 -0.631 19.045
N -10.764 -0.072 18.020
C -12.038 -0.429 17.703
C -12.856 -1.097 18.643
H -12.805 -2.153 20.575
H -10.424 -1.886 20.847
H -9.174 -0.308 19.198
H -12.508 0.049 16.855
H -13.865 -1.363 18.366
C -22.631 -3.054 17.840
C -22.810 -2.861 19.208
C -24.168 -2.751 19.599
N -25.231 -2.822 18.764
C -24.980 -3.030 17.458
C -23.735 -3.184 17.005
H -21.641 -3.148 17.420
H -22.018 -2.926 19.939
H -24.414 -2.781 20.650
H -25.777 -3.108 16.734
H -23.587 -3.311 15.943
C -22.353 -2.985 22.814
C -21.075 -3.211 22.329
C -20.337 -2.176 21.824
N -20.803 -0.918 21.619
C -22.061 -0.704 22.119
C -22.844 -1.692 22.738
H -22.901 -3.835 23.192
H -20.602 -4.182 22.339
H -19.325 -2.295 21.465
H -22.546 0.252 21.985
H -23.832 -1.457 23.107
C -18.451 -7.624 18.694
C -19.339 -7.694 19.763
C -19.523 -6.533 20.485
N -18.968 -5.323 20.145
C -18.107 -5.329 19.063
C -17.848 -6.457 18.290
H -18.132 -8.572 18.284
H -19.762 -8.632 20.090
H -20.195 -6.483 21.329
H -17.537 -4.424 18.912
H -17.060 -6.443 17.551
C -21.207 -0.731 14.734
C -21.919 -1.195 13.614
C -21.216 -1.520 12.499
N -19.899 -1.406 12.390
C -19.175 -1.037 13.498
C -19.790 -0.696 14.700
H -21.807 -0.426 15.579
H -22.993 -1.299 13.664
H -21.776 -1.825 11.628
H -18.123 -0.893 13.301
H -19.226 -0.381 15.565

Summary:
**Maximum force**: 0.06567 hartree/bohr
**E_HOMO**: -0.343 Ha
**LUMO**: 0.00850 Ha
**SMILES**: ClC(Cl)Cl.ClC(Cl)Cl.ClC(Cl)Cl.ClC(Cl)Cl.c1ccncc1.c1ccncc1.c1ccncc1.c1ccncc1.c1ccncc1.c1ccncc1.c1ccncc1.c1ccncc1
**Total charge**: 0
**Frontier orbital gap**: 0.352 Eh

Computed, not measured: a structure of composition C44H44N3O2PdSbSi, with ωB97M-V/def2-TZVPD.

CARTESIAN COORDINATES (ANGSTROEM)
Pd -0.022 0.439 -2.117
O 1.039 -0.662 0.413
Si 2.259 -1.483 0.965
C 3.917 -0.568 0.712
C 3.852 0.824 0.559
C 5.003 1.600 0.441
C 6.256 0.997 0.467
C 6.347 -0.383 0.615
C 5.190 -1.150 0.735
C 2.208 -1.727 2.859
C 2.992 -2.642 3.575
C 2.963 -2.694 4.966
C 2.143 -1.823 5.678
C 1.360 -0.902 4.990
C 1.396 -0.860 3.599
C 2.539 -3.228 0.249
C 1.899 -4.346 0.802
C 2.022 -5.613 0.241
C 2.795 -5.796 -0.901
C 3.434 -4.705 -1.476
C 3.304 -3.443 -0.904
H 2.873 1.297 0.525
H 4.919 2.674 0.318
H 7.154 1.596 0.367
H 7.320 -0.862 0.634
H 5.286 -2.225 0.854
H 3.637 -3.331 3.036
H 3.578 -3.415 5.495
H 2.118 -1.861 6.761
H 0.719 -0.217 5.535
H 0.789 -0.138 3.060
H 1.278 -4.220 1.685
H 1.504 -6.456 0.686
H 2.888 -6.780 -1.346
H 4.024 -4.832 -2.378
H 3.798 -2.599 -1.379
N 0.529 1.256 -6.465
C 1.050 1.001 -5.166
C 0.902 1.912 -4.151
N 1.442 1.734 -2.897
C 2.041 0.504 -2.716
C 2.139 -0.408 -3.791
N 1.688 -0.170 -5.008
H -0.392 1.671 -6.412
H 0.457 0.365 -6.941
H 0.418 2.864 -4.331
H 2.625 0.360 -1.817
H 2.613 -1.369 -3.615
C -3.855 3.359 0.329
C -4.484 2.212 1.088
C -5.694 2.450 1.751
C -6.361 1.453 2.455
C -5.810 0.179 2.499
C -4.603 -0.056 1.843
C -3.901 0.931 1.138
Sb -2.001 0.106 0.145
C -2.799 1.004 -1.688
C -2.229 2.092 -2.345
C -2.715 2.563 -3.567
C -3.794 1.937 -4.158
C -4.364 0.830 -3.527
C -3.871 0.342 -2.323
C -4.486 -0.905 -1.740
C -0.830 1.766 1.028
C 0.106 2.500 0.285
C 0.912 3.480 0.851
C 0.841 3.725 2.214
C -0.022 2.962 2.983
C -0.855 1.989 2.422
C -1.688 1.179 3.394
H -4.230 4.316 0.702
H -4.088 3.296 -0.738
H -2.766 3.357 0.412
H -6.120 3.449 1.715
H -7.296 1.671 2.960
H -6.308 -0.619 3.039
H -4.177 -1.059 1.896
H -1.430 2.649 -1.875
H -2.232 3.408 -4.049
H -4.185 2.287 -5.108
H -5.196 0.314 -3.996
H -5.203 -1.339 -2.442
H -5.006 -0.702 -0.798
H -3.702 -1.642 -1.553
H 0.280 2.256 -0.756
H 1.622 4.011 0.226
H 1.477 4.469 2.682
H -0.047 3.104 4.060
H -1.302 1.308 4.409
H -1.656 0.110 3.162
H -2.735 1.476 3.389
C -0.680 -2.501 -1.882
O -1.330 -1.272 -1.977
H -1.364 -3.302 -1.546
H 0.157 -2.495 -1.169
H -0.269 -2.834 -2.852

Summary:
**Maximum force**: 0.01471 hartree/bohr
**E_HOMO**: -0.052 Ha
**LUMO**: 0.16669 Ha
**Total charge**: -2
**Frontier orbital gap**: 0.219 Eh

> What is the LUMO in the second record?

0.16669 Ha